# 1
Here is C49H44F7N4O6S2SbTi as an isolated structure from OMol25. Energies are from wB97M-V/def2-TZVPD.

Net charge: -2
2S+1: 3
Orbital gap (spin up / spin down), eV: 4.11 / 7.15

Last column: Mulliken spin population.
Atoms and positions in Å:
Sb -0.4484 2.6944 -0.0154  0.055
Ti -0.9919 -1.1417 -1.1764  0.813
S 0.1241 -0.1556 -3.6243  0.121
S -3.1803 0.0192 -2.7865  0.116
F -0.5488 5.4236 5.6456  0.000
F 5.4173 4.2138 -1.7122  0.000
F 0.7781 -0.4019 0.4545  -0.020
F -2.3213 7.1896 -3.9566  0.000
F 3.1296 0.7496 0.9958  0.000
F 5.2419 -2.2942 -1.9146  0.000
F 2.9990 -3.5306 -2.3587  0.000
O -0.2123 -1.5808 -3.5133  0.011
O -2.6534 -1.3268 -2.2605  -0.031
O 1.4226 0.1831 -4.1520  0.010
O -4.6199 -0.0153 -2.8394  0.013
O -2.5751 1.0074 -1.8913  0.023
O 0.0224 0.3104 -2.1626  -0.066
N -2.0021 -1.0303 0.6835  0.033
N 0.4771 -2.5525 -1.0468  0.054
N -2.0284 -4.0148 -1.0257  0.002
N 0.3106 -2.2059 2.5059  0.005
C -2.5243 0.3003 -4.3497  0.241
C -1.1410 5.6413 -0.9112  -0.001
C 0.5724 4.0988 4.0486  0.000
C -0.9460 -2.4362 2.5531  -0.009
C -1.5628 5.1083 3.5411  0.000
C 1.5931 3.2134 -0.5172  0.001
C 1.5287 -2.3487 5.9853  0.000
C -1.5110 4.5435 2.2714  0.000
C 2.0339 -3.6001 3.5486  -0.001
C -1.1822 4.2932 -1.2539  -0.013
C 3.8681 -4.1028 1.8942  0.000
C 4.2674 -0.7293 -0.4556  0.001
C -2.9971 0.8897 -6.6559  0.188
C 3.5417 4.6502 -0.3566  0.000
C -0.1279 -0.7723 4.9504  0.000
C 3.0974 -0.2942 0.1455  0.001
C -3.2524 -0.4961 0.6227  0.037
C 4.1552 3.8820 -1.3248  0.000
C 4.1406 -1.8103 -1.2987  0.000
C -4.0964 -1.0309 1.5796  0.000
C 0.8137 -1.9505 4.8628  0.000
C -1.5287 6.6245 -1.8140  0.000
C 0.3290 -3.7904 -1.8210  -0.031
C 0.3918 0.4477 4.1882  0.000
C 2.2507 2.4710 -1.4970  0.010
C 2.3824 -4.2339 2.2264  0.000
C -3.4174 -4.1439 -1.4240  0.007
C -3.4072 0.4236 -5.4292  -0.068
C -1.6147 3.9372 -2.5323  -0.020
C -0.5118 4.8746 4.4017  0.000
C 1.9012 -0.9080 -0.1065  -0.007
C -1.9455 6.2293 -3.0685  -0.001
C -1.1252 -4.1181 -2.1540  0.057
C 2.9390 -2.4528 -1.5409  -0.003
C 2.4620 -3.3722 5.9205  0.000
C 0.6009 3.5485 2.7732  0.000
C -1.1111 0.6105 -4.5514  0.273
C 2.2542 4.3073 0.0365  -0.002
C 2.7110 -3.9819 4.7032  0.000
C 3.5366 2.8003 -1.9103  0.003
C -0.4293 3.7678 1.8584  0.000
C -1.9933 4.9069 -3.4534  0.004
C 1.7343 -2.0348 -0.9426  -0.026
C -1.6306 1.2643 -6.8407  0.114
C -0.7302 1.0960 -5.8210  -0.025
C 1.0463 -2.6075 3.6372  0.000
C -1.7101 -4.9799 0.0016  0.006
C -3.3124 -1.9305 2.3137  0.008
C -2.0292 -1.8955 1.7682  0.009
H 0.4892 0.2239 3.1260  0.000
H 1.7693 4.9166 0.7904  0.000
H -2.4349 -4.9035 0.8106  0.000
H -3.7091 0.9830 -7.4666  0.028
H -0.2599 -0.5203 6.0066  0.000
H 4.0420 2.2191 -2.6705  0.001
H 0.7865 -4.6252 -1.2736  -0.001
H -2.4009 5.7117 3.8644  0.000
H -0.7242 -4.7905 0.4144  -0.002
H -2.3422 4.7165 1.5961  0.000
H -1.1445 -5.1404 -2.5839  0.003
H -1.1177 -1.0298 4.5678  0.000
H -2.3239 4.6351 -4.4475  0.004
H 2.1019 -5.2933 2.2412  0.000
H 1.3675 3.9248 4.7619  0.000
H 1.3743 0.7477 4.5610  0.000
H -1.4800 -3.4369 -2.9275  -0.012
H -1.5009 7.6768 -1.5615  0.000
H -3.6593 -3.3970 -2.1743  -0.002
H -1.3401 -3.0253 3.3964  0.000
H 4.0630 5.4967 0.0720  0.000
H 3.0001 -3.6805 6.8092  0.000
H -1.6677 2.8936 -2.8202  0.039
H 1.7699 1.6170 -1.9546  -0.002
H -1.7335 -6.0146 -0.3923  0.001
H 0.8370 -3.7268 -2.7829  -0.005
H 0.3190 1.3115 -5.9802  0.017
H -3.5947 -2.4992 3.1887  0.000
H -5.1346 -0.7775 1.7244  0.000
H 1.3448 -1.8416 6.9271  0.000
H -3.6333 -5.1498 -1.8322  0.000
H -4.4493 0.1853 -5.2537  0.012
H 4.0900 -4.5330 0.9161  0.000
H -1.2924 1.6562 -7.7926  0.022
H 3.4558 -4.7681 4.6381  0.000
H 1.7905 -3.7571 1.4487  0.001
H -0.7906 5.9469 0.0684  0.000
H -3.4846 0.2496 -0.1188  0.002
H 1.4473 2.9279 2.4966  0.000
H -4.0577 -3.9760 -0.5558  0.001
H 4.1600 -3.0519 1.8724  0.000
H 5.2126 -0.2358 -0.2918  0.000
H 4.4923 -4.6079 2.6349  0.000
H -0.2919 1.2921 4.2961  0.000



# 2
Here is C10H15AuF6P as an isolated structure from OMol25. Energies are from wB97M-V/def2-TZVPD.

Net charge: +2
2S+1: 2
Orbital gap (spin up / spin down), eV: 6.28 / 6.65

Last column: Mulliken spin population.
Atoms and positions in Å:
Au 0.8079 1.0187 1.3092  0.541
P -0.4116 -0.1381 4.0128  -0.013
F -1.2916 1.1354 3.9624  0.000
F 0.8637 0.9351 3.4196  0.023
F -0.8405 -0.0644 1.9220  0.169
F -1.6233 -1.0766 4.0997  0.001
F 0.5204 -1.2681 3.4763  0.000
F 0.0815 -0.0651 5.4498  0.000
C 0.7661 1.0836 -0.8024  0.214
C 0.2934 -2.7070 -1.1149  0.003
C -1.6654 1.9510 -0.9482  -0.006
C -0.6827 0.8966 -0.8828  0.037
C -1.0111 -0.5444 -0.9601  0.067
C 2.6656 -0.5742 -1.2872  -0.015
C 0.1578 -1.2356 -1.0276  0.018
C -2.3810 -1.0985 -0.9552  0.007
C 1.2768 -0.2559 -1.0073  -0.045
C 1.5052 2.3432 -1.1991  -0.048
H -2.4133 -2.1155 -1.3353  0.001
H -1.2729 2.9391 -0.7203  0.000
H -0.1143 -3.0640 -2.0672  0.001
H 1.5565 2.4137 -2.2909  0.021
H 2.8050 -0.4571 -2.3795  0.004
H -2.5363 1.7130 -0.3222  0.000
H 1.0097 3.2442 -0.8426  -0.001
H 2.5347 2.3435 -0.8370  0.009
H -2.7632 -1.1160 0.0751  0.008
H -0.3090 -3.1899 -0.3414  0.000
H 1.3187 -3.0562 -1.0335  0.000
H -2.0590 1.9667 -1.9832  0.001
H -3.0760 -0.4748 -1.5198  0.003
H 2.9236 -1.6051 -1.0492  0.003
H 3.3643 0.1225 -0.8197  -0.001



# 3
Here is a 2-piece molecular cluster, C5H7N3O3 overall at a distorted geometry from OMol25. Energies are from wB97M-V/def2-TZVPD.

Net charge: 0
SMILES: CC(C)(C#N)C#[N+][O-].O=[NH+][O-]
Orbital gap (spin up / spin down), eV: 9.77 / 9.77

Last column: Löwdin charge in e.
Atoms and positions in Å:
O 2.1987 0.1662 2.3261  0.082
O -0.0116 -2.2103 2.4415  0.081
O 1.6071 1.6506 0.8648  0.037
N -0.0236 -1.4912 1.5050  -0.074
N 2.0585 0.3261 -1.8397  0.209
N 1.4131 0.9137 1.8021  -0.337
C 1.0953 0.1782 -1.2464  -0.210
C -0.1760 -0.0872 -0.5781  -0.502
C 0.0761 -0.5646 0.7945  -0.019
C -1.0324 1.1884 -0.5677  -0.019
C -0.8701 -1.2083 -1.3773  -0.017
H -0.1891 -2.0418 -1.5377  0.100
H 0.5014 1.0749 2.3290  0.209
H -1.1774 -0.8225 -2.3466  0.095
H -1.9705 1.0015 -0.0492  0.097
H -0.5022 2.0056 -0.0851  0.077
H -1.7481 -1.5663 -0.8450  0.095
H -1.2494 1.4870 -1.5903  0.096



# 4
Here is one molecule with the formula C3H3NO2 at a distorted geometry from OMol25. Energies are from wB97M-V/def2-TZVPD.

Net charge: 0
SMILES: COC(=O)C#N
Orbital gap, eV: 12.09

Last column: Löwdin charge in e.
Atoms and positions in Å:
O -0.0183 -0.3697 0.1544  -0.045
O 0.6856 1.4382 -1.0535  0.155
N 3.1160 -0.6768 0.3713  0.182
C 2.1521 -0.1493 0.0140  -0.077
C 0.8565 0.4535 -0.3925  -0.505
C -1.4296 -0.2089 0.2100  -0.016
H -1.8888 -0.1247 -0.7810  0.104
H -1.6809 -1.1366 0.7267  0.101
H -1.6846 0.6607 0.8194  0.102



# 5
Here is a 2-piece molecular cluster, C5H14 overall at a distorted geometry from OMol25. Energies are from wB97M-V/def2-TZVPD.

Net charge: 0
SMILES: CCC.CC
Orbital gap, eV: 12.47

Last column: Löwdin charge in e.
Atoms and positions in Å:
C 2.3307 -1.0098 -1.5954  -0.174
C -1.8579 0.9092 1.5473  -0.316
C 1.3661 -0.4573 -2.6442  -0.171
C -0.6907 1.1383 0.5641  -0.128
C -1.6212 -0.2748 2.4516  -0.150
H -0.7438 -0.2636 3.1015  0.069
H -1.5195 -1.1821 1.8269  0.076
H -2.4569 -0.5467 3.1008  0.064
H -1.8773 1.8187 2.1479  0.098
H 0.6543 0.2297 -2.1783  0.043
H -2.7263 0.6460 0.9393  0.102
H 1.9661 -0.0473 -3.4589  0.063
H -0.6361 0.3787 -0.2112  0.050
H 1.8135 -1.3440 -0.6824  0.057
H 2.9538 -1.8448 -1.8852  0.056
H 0.6411 -1.1567 -3.0755  0.061
H 2.8818 -0.1598 -1.1880  0.062
H 0.2577 1.0223 1.0996  0.070
H -0.7352 2.1439 0.1400  0.069



# 6
Here is C49H46N7NaO7S2Si as an isolated structure at a distorted geometry from OMol25. Energies are from wB97M-V/def2-TZVPD.

Net charge: -2
Orbital gap, eV: 6.51

Last column: Löwdin charge in e.
Atoms and positions in Å:
S 3.2150 -0.5108 -0.8094  0.385
S -0.4041 -1.7336 3.0058  0.879
Si -0.1998 -4.2923 0.3901  0.412
Na 0.7009 -0.6860 0.3333  0.210
O -1.3759 6.2655 -4.4391  -0.062
O 1.8462 -0.3118 -1.2946  -0.375
O 3.2652 -1.5411 0.2295  -0.352
O -0.1732 -2.7308 0.5800  -0.389
O -0.0898 -0.4578 2.2865  -0.552
O -0.5813 4.8406 -5.9819  -0.059
O 3.9200 0.7118 -0.4614  -0.343
N -2.0921 2.5189 0.5768  0.136
N -0.8468 -0.5972 -2.7187  0.128
N 4.2632 5.0388 4.0766  0.162
N -2.5536 -0.7409 -0.0084  0.052
N 1.5347 1.8431 1.1994  0.115
N -0.9039 1.9988 -1.8641  0.190
N 4.9892 5.5420 2.0262  0.184
C 2.1285 2.7172 0.4001  -0.122
C 5.5955 6.7615 5.3624  -0.037
C -2.7875 -5.1572 1.3108  -0.112
C -1.9938 -4.9032 0.1927  -0.202
C 1.5947 -4.6685 2.5821  -0.095
C 6.5261 7.3884 2.7505  -0.022
C 6.5103 7.7757 5.1465  -0.118
C -0.5968 1.7485 -3.1331  -0.200
C 2.4237 -5.9081 -3.1574  -0.115
C 3.3149 3.7340 2.2014  -0.146
C -1.2050 3.2513 -1.5376  -0.220
C 2.8276 -4.8196 -2.3988  -0.098
C 0.3718 -2.2880 -3.8726  -0.060
C 1.7348 -6.5771 4.0357  -0.122
C 0.8089 -4.9572 -1.0697  -0.201
C 3.0138 3.6884 0.8469  0.015
C 5.6020 6.3660 2.9451  -0.231
C 1.2187 -6.5301 -2.8719  -0.110
C -4.1540 -5.3664 1.2064  -0.102
C 0.5390 -5.2398 1.8708  -0.203
C -0.2529 0.3344 -3.4576  -0.225
C 5.1582 6.0649 4.2451  -0.200
C -2.6375 -4.8718 -1.0440  -0.101
C -4.0037 -5.0728 -1.1628  -0.093
C -1.9534 3.8398 2.5629  -0.084
C -1.1119 4.6916 0.5058  -0.023
C -2.3049 2.6925 1.8692  -0.145
C 0.7025 -7.1748 3.3312  -0.112
C 0.9698 -1.3217 -4.6651  -0.076
C -1.3447 4.8643 1.8550  -0.084
C -0.2028 -1.2575 4.7514  -0.252
C -4.7685 -5.3197 -0.0345  -0.112
C 1.8481 1.8731 2.4869  -0.115
C -1.4957 3.4940 -0.1003  -0.219
C 2.0225 -4.3405 -1.3772  -0.074
C -0.9646 5.1684 -4.8486  -0.712
C -0.5889 2.7364 -4.1166  0.042
C 0.4302 -6.0619 -1.8304  -0.105
C -2.2012 -1.8257 3.0592  -0.230
C 4.2060 4.7696 2.7294  -0.263
C -0.5318 -1.8656 -2.9095  -0.126
C 0.1215 -6.5117 2.2588  -0.108
C 4.0916 -1.1586 -2.2293  -0.139
C 2.7275 2.7888 3.0366  -0.014
C 2.1886 -5.3241 3.6495  -0.099
C 6.9698 8.0827 3.8586  -0.114
C 0.6584 0.0102 -4.4589  -0.020
C -0.9219 4.0405 -3.7818  -0.097
C -1.2299 4.2971 -2.4551  0.033
H 0.6093 -3.3374 -3.9776  0.093
H -2.3270 -5.1827 2.2891  0.092
H 3.4648 4.3919 0.1642  0.115
H 1.9615 -3.6982 2.2784  0.099
H 1.8732 2.6419 -0.6466  0.116
H -0.3534 2.5232 -5.1495  0.110
H -0.6756 -6.9973 1.7119  0.094
H 1.3602 1.1280 3.0977  0.086
H -5.8397 -5.4571 -0.1203  0.091
H 5.2410 6.5255 6.3562  0.101
H -2.0600 -4.6799 -1.9379  0.089
H 1.6853 -1.6022 -5.4270  0.100
H 3.7232 4.5789 4.7889  0.146
H 2.1873 -7.0870 4.8778  0.087
H -0.4954 -6.5737 -1.6029  0.091
H -2.7754 1.8615 2.3785  0.098
H 0.8621 -1.1450 4.9291  0.041
H -1.5065 5.3064 -2.1834  0.111
H 2.9549 2.7341 4.0956  0.096
H -2.5789 -0.8931 3.4695  0.051
H 0.8942 -7.3808 -3.4598  0.090
H -2.1569 0.0989 0.4015  -0.025
H -0.7138 -0.3162 4.9307  0.046
H 5.1201 -1.3447 -1.9400  0.055
H -4.7432 -5.5561 2.0956  0.092
H 7.6854 8.8848 3.7342  0.091
H 3.0415 -6.2631 -3.9748  0.090
H -0.5950 -2.0457 5.3874  0.043
H 2.3408 -3.4754 -0.8120  0.084
H -2.5786 -0.5206 -0.9991  -0.009
H -2.1458 3.9232 3.6244  0.089
H 1.1292 0.7897 -5.0403  0.109
H 3.0110 -4.8596 4.1804  0.095
H 4.0446 -0.4065 -3.0087  0.057
H 3.6042 -2.0716 -2.5563  0.027
H 6.8758 8.3473 5.9897  0.090
H 0.3503 -8.1599 3.6164  0.089
H -1.0420 5.7775 2.3510  0.098
H -0.6104 5.4514 -0.0736  0.110
H -2.4883 -2.6729 3.6753  0.050
H -1.8360 -1.4583 0.0657  -0.036
H 3.7719 -4.3344 -2.6103  0.092
H -2.5564 -1.9522 2.0405  0.022
H 6.8772 7.6220 1.7564  0.108
H -1.0144 -2.5749 -2.2509  0.089
H -4.4736 -5.0219 -2.1372  0.096



# 7
Here is C2H4I2N2 as an isolated structure at a distorted geometry from OMol25. Energies are from wB97M-V/def2-TZVPD.

Net charge: 0
Orbital gap, eV: 8.86

Last column: Löwdin charge in e.
Atoms and positions in Å:
I -1.0531 -3.4426 2.6228  0.718
I -0.9804 0.0670 3.5140  0.743
N -0.0007 -0.3015 0.6991  -0.210
N -0.8451 -1.1457 0.5116  -0.024
C 0.8369 -0.0614 -0.5021  -0.111
C -1.5838 -1.4548 2.1924  -1.281
H 1.8646 -0.2802 -0.1489  0.078
H 0.5437 -0.6916 -1.4159  0.092
H -2.5037 -1.2518 1.7955  -0.077
H 0.7972 0.9892 -0.8493  0.072



# 8
Here is a 2-piece molecular cluster, C8H12N3S overall at a distorted geometry from OMol25. Energies are from wB97M-V/def2-TZVPD.

Net charge: +1
Orbital gap, eV: 8.48

Last column: Löwdin charge in e.
Atoms and positions in Å:
S -2.3087 0.3758 -0.2068  0.846
N 0.2760 -2.1592 -0.5092  0.138
N 2.3433 0.5411 0.6912  -0.121
N -1.8590 -1.6860 1.7556  0.116
C -2.0719 -0.9521 0.8916  -0.650
C 2.4970 -1.3777 -1.2553  0.062
C 3.2081 0.6547 -0.2892  -0.077
C 3.4074 -0.2844 -1.2082  -0.002
C -3.8018 -0.1768 -1.1847  -0.291
C 2.0319 1.5767 1.6053  -0.005
C 1.3794 -1.4434 -0.4025  -0.292
C 1.4278 -0.4464 0.6228  0.041
H -4.5926 0.1984 -0.6081  0.021
H -0.3095 -1.9226 0.2523  -0.002
H 0.8972 1.7044 1.7464  0.130
H 4.3058 -0.2044 -1.7758  0.125
H 2.2889 1.2484 2.6290  0.122
H 0.1011 -2.9554 -1.2714  0.216
H 3.7883 1.5389 -0.0394  0.149
H -3.7953 -1.2763 -1.0868  0.054
H -3.5099 0.0747 -2.1826  0.032
H 2.4051 2.5646 1.1896  0.134
H 2.7290 -2.0214 -2.0875  0.120
H 0.6017 -0.6272 1.3293  0.135



Relative energy (zero: lowest compared OMol25 entry of this formula, charge and spin) in kJ/mol, matching the order above: 98.9; 8.8; 692.6; 153.3; 42.5; 47.9; 68.7; 186.0